[1]
ORCA calculation (wB97M-V/def2-TZVPD) on the molecule C5H3NO in a non-equilibrium geometry.

The SMILES is C#Cc1cnoc1. As for the orbital gap: 10.16 eV. Its HOMO energy is -9.990 eV. The relative energy (zero: lowest compared OMol25 entry of this formula, charge and spin) is 95.0 kcal per mole. The spin multiplicity is 1. The calculation puts the maximum force at 1.00 eV/Å.

Each line ends with the Löwdin charge.
CARTESIAN COORDINATES (ANGSTROEM)
H 2.631 0.032 -0.659  0.071
C -1.030 0.934 0.003  -0.042
C 0.044 0.111 0.122  -0.227
H -1.120 2.011 -0.015  0.150
O -2.143 0.218 -0.072  -0.013
C -0.539 -1.192 0.078  -0.074
C 1.404 0.461 0.236  -0.098
H -0.038 -2.153 0.106  0.133
C 2.623 0.708 0.249  0.013
N -1.832 -1.130 -0.047  0.087


[2]
ORCA calculation (wB97M-V/def2-TZVPD) on the molecule C5H3NO2 in a non-equilibrium geometry.

The SMILES is N#CC(=O)/C=C\C=O. As for the orbital gap: 9.70 eV. Its HOMO energy is -10.860 eV. The relative energy (zero: lowest compared OMol25 entry of this formula, charge and spin) is 25.0 kcal per mole. The spin multiplicity is 1. The calculation puts the maximum force at 1.58 eV/Å.

Each line ends with the Löwdin charge.
CARTESIAN COORDINATES (ANGSTROEM)
C -0.035 1.001 -0.414  0.011
C 1.334 -0.823 0.374  -0.242
C 1.164 0.432 -0.365  -0.035
C -1.798 -0.790 -0.091  -0.121
N -2.317 -1.746 -0.468  0.184
O 0.579 -1.261 1.209  0.076
H -0.191 1.903 -1.022  0.135
C -1.226 0.521 0.371  -0.394
O -1.822 1.205 1.146  0.154
H 1.985 0.807 -0.973  0.114
H 2.328 -1.250 0.231  0.117


[3]
ORCA calculation (wB97M-V/def2-TZVPD) on the molecule C5H4 in a non-equilibrium geometry.

The SMILES is C#CC=C=C. As for the orbital gap: 10.02 eV. Its HOMO energy is -9.085 eV. The relative energy (zero: lowest compared OMol25 entry of this formula, charge and spin) is 11.2 kcal per mole. The spin multiplicity is 1. The calculation puts the maximum force at 2.63 eV/Å.

Each line ends with the Löwdin charge.
CARTESIAN COORDINATES (ANGSTROEM)
C 1.798 -0.730 -1.717  0.110
H -2.046 1.926 0.785  0.078
H -0.498 1.537 2.132  0.113
H 2.545 -0.733 -2.476  0.023
C -0.050 -0.752 0.151  -0.148
C -0.636 0.318 0.616  -0.135
C 0.957 -0.710 -0.856  -0.154
H -0.447 -1.718 0.437  0.110
C -1.161 1.366 1.175  0.004


[4]
ORCA calculation (wB97M-V/def2-TZVPD) on the molecule C5H4 in a non-equilibrium geometry.

The SMILES is C1[C@]23[C@H]4[C@@H]2[C@@]143. As for the orbital gap: 10.61 eV. Its HOMO energy is -9.870 eV. The relative energy (zero: lowest compared OMol25 entry of this formula, charge and spin) is 73.5 kcal per mole. The spin multiplicity is 1. The calculation puts the maximum force at 3.05 eV/Å.

Each line ends with the Löwdin charge.
CARTESIAN COORDINATES (ANGSTROEM)
H -1.811 -0.311 1.408  0.114
C -0.060 -0.821 -0.177  -0.084
C -0.118 0.843 0.264  -0.101
C -0.866 0.255 -0.880  -0.100
H 1.698 0.486 -0.650  0.077
H -1.566 0.175 -1.714  0.124
C 1.177 0.047 0.158  -0.049
H 1.819 -0.171 1.139  0.145
C -1.172 -0.197 0.559  -0.126


[5]
ORCA calculation (wB97M-V/def2-TZVPD) on the molecule C5H4 in a non-equilibrium geometry.

The SMILES is C#CC=C=C. As for the orbital gap: 9.17 eV. Its HOMO energy is -8.544 eV. The relative energy (zero: lowest compared OMol25 entry of this formula, charge and spin) is 42.2 kcal per mole. The spin multiplicity is 1. The calculation puts the maximum force at 3.22 eV/Å.

Each line ends with the Löwdin charge.
CARTESIAN COORDINATES (ANGSTROEM)
C -0.994 0.773 1.668  0.042
C 0.726 -0.282 -1.197  -0.166
H 2.076 0.484 -2.849  0.020
C -0.793 0.102 0.581  -0.138
H -1.841 1.370 2.048  0.080
C -0.153 -0.754 -0.190  -0.171
H -0.247 -1.817 0.011  0.114
C 1.449 0.125 -2.069  0.106
H -0.223 -0.001 1.997  0.114


[6]
ORCA calculation (wB97M-V/def2-TZVPD) on a cluster of 2 separate species, C5H4 in total in a non-equilibrium geometry.

As for the orbital gap: 6.45 eV. Its HOMO energy is -7.457 eV. The relative energy (zero: lowest compared OMol25 entry of this formula, charge and spin) is 171.6 kcal per mole. The spin multiplicity is 1. The calculation puts the maximum force at 3.36 eV/Å.

Each line ends with the Löwdin charge.
CARTESIAN COORDINATES (ANGSTROEM)
H 0.393 2.773 0.053  -0.149
H 0.603 -2.485 0.853  0.073
C -0.547 2.580 -0.370  0.031
C 0.027 0.397 -0.006  -0.074
H 0.280 -2.419 -0.905  0.096
C 0.897 -0.593 -0.317  0.083
C 0.327 -1.959 0.038  -0.072
H -1.406 2.568 0.344  -0.087
C -0.575 -0.863 0.310  0.099


[7]
ORCA calculation (wB97M-V/def2-TZVPD) on a cluster of 14 separate species, C5H40N2O13S in total in a non-equilibrium geometry.

As for the orbital gap: 9.33 eV. Its HOMO energy is -9.247 eV. The relative energy (zero: lowest compared OMol25 entry of this formula, charge and spin) is 81.1 kcal per mole. The spin multiplicity is 1. The calculation puts the maximum force at 2.31 eV/Å.

Each line ends with the Löwdin charge.
CARTESIAN COORDINATES (ANGSTROEM)
O 3.492 0.429 3.332  -0.058
H -1.696 1.172 -1.567  0.079
H 0.817 -2.680 1.438  0.035
C 0.346 0.491 -2.133  -0.207
O -2.713 -1.095 1.101  -0.078
H 0.548 3.150 -1.196  0.072
H 3.013 -2.220 0.104  0.004
H 3.541 -2.826 -1.270  0.020
H 3.858 2.111 -0.376  0.015
H 2.980 -2.898 -3.751  0.060
H 2.556 1.563 0.129  0.003
H -0.647 1.112 -0.263  0.093
O -4.977 0.388 2.345  -0.032
H 1.173 -0.544 -0.561  0.093
H -3.518 2.365 -2.936  -0.002
O -2.922 1.837 0.357  -0.067
N 0.665 -0.736 -1.420  -0.081
H 0.019 0.306 -3.152  0.119
S -1.045 3.503 -3.071  0.728
H 2.892 -2.523 2.626  0.070
H 3.681 0.159 -2.085  0.027
H -4.350 1.302 -2.430  0.032
O 4.158 0.090 -1.255  -0.071
C -0.482 2.860 -1.440  -0.543
H -3.883 1.792 0.294  0.023
H -0.787 -1.841 -2.214  0.124
H 2.059 -1.950 -2.683  0.015
O -4.406 -0.352 -0.921  -0.080
O 3.796 -2.466 -0.402  -0.067
O -0.277 0.051 2.341  -0.044
H -0.789 -3.134 1.530  0.084
H -4.536 -0.299 1.856  -0.010
O 3.065 2.381 0.093  -0.065
H 1.330 1.747 5.225  0.072
N -0.110 -2.564 1.043  0.010
H -4.335 1.041 2.633  0.039
H -1.773 -1.321 0.966  0.001
H 0.694 -3.281 -0.845  0.103
H -1.399 -0.985 -0.828  0.084
C -0.199 -2.841 -0.402  -0.219
H 3.828 1.063 2.702  0.047
H -2.576 -0.350 1.700  0.032
O 2.855 -2.428 -2.927  -0.051
H -2.726 2.370 -0.421  0.002
H 2.736 -1.087 2.789  0.021
O 1.201 1.116 4.508  -0.046
H 2.611 0.821 3.506  0.005
H 0.265 0.926 4.384  0.045
H 1.245 1.116 -2.124  0.107
O 2.441 -1.802 2.169  -0.081
H -0.963 3.521 -0.718  0.066
H -0.182 4.527 -3.090  -0.142
H -3.892 -0.778 -0.194  0.001
H 0.137 0.179 1.484  0.020
C -0.646 1.360 -1.325  -0.286
H 4.116 -0.831 -0.919  -0.005
H -4.849 0.336 -0.407  0.017
O -4.173 2.235 -2.231  -0.070
H -1.045 -3.462 -0.712  0.114
H 0.321 -0.569 2.789  0.034
C -0.547 -1.555 -1.182  -0.211


[8]
ORCA calculation (wB97M-V/def2-TZVPD) on a cluster of 15 separate species, C5H40NO15 in total in a non-equilibrium geometry.

As for the orbital gap: 8.68 eV. Its HOMO energy is -6.367 eV. The relative energy (zero: lowest compared OMol25 entry of this formula, charge and spin) is 159.5 kcal per mole. Its charge is -1. The spin multiplicity is 1. The calculation puts the maximum force at 8.22 eV/Å.

Each line ends with the Löwdin charge.
CARTESIAN COORDINATES (ANGSTROEM)
H 2.062 -3.952 -0.876  -0.027
H 2.393 -0.473 3.454  0.055
H -1.187 -0.456 -2.315  0.122
O 2.775 1.764 -0.997  -0.145
C -0.998 -2.406 -1.751  -0.035
H -0.902 -2.274 -0.796  -0.012
O 1.711 0.106 4.070  -0.080
H 1.648 2.175 -2.352  -0.020
O 0.976 2.814 -2.602  -0.101
H 2.723 1.725 2.152  0.046
H -3.753 -1.936 -1.175  0.141
H -2.186 -2.506 -3.974  0.031
H -2.699 2.768 0.690  0.050
H 1.369 -2.158 1.671  0.040
H -0.038 -2.284 -2.192  0.080
H -3.097 2.108 -2.494  0.026
O -3.268 2.493 -3.378  -0.070
H 0.843 2.867 3.159  0.031
H 3.272 -0.653 1.438  0.052
O 1.362 -2.929 2.333  -0.066
O -3.705 0.068 2.011  -0.065
O 2.653 -0.402 0.161  -0.236
C -1.954 -1.228 -2.279  -0.392
H 0.249 2.086 0.439  0.009
H -2.767 0.333 2.377  0.137
H 0.556 3.476 1.761  -0.050
H 3.005 0.822 -0.522  0.049
H -1.525 -3.320 -1.690  0.075
H -3.900 1.547 0.520  0.086
C -2.418 -1.572 -3.636  -0.107
O 1.466 -4.703 -0.825  -0.105
C -3.214 -0.947 -1.424  -0.191
H -3.466 -1.482 -3.827  0.074
H -2.748 4.286 0.632  0.072
H 0.692 2.970 -1.674  -0.014
H 0.770 0.110 1.729  0.073
H 3.215 1.151 0.816  -0.058
O -3.392 3.513 0.627  -0.119
H -1.869 -0.221 -0.029  0.060
H 3.422 2.440 -0.745  0.080
H 3.944 -2.903 0.540  -0.011
H -0.412 -0.524 2.281  0.136
O 3.474 -1.021 2.456  -0.112
H -2.403 2.893 -3.487  0.024
C -3.851 0.428 0.695  -0.327
N -2.829 0.004 -0.312  -0.051
H 1.802 -0.701 0.063  -0.014
H 4.247 -0.598 2.649  -0.003
O -0.172 -0.124 1.311  -0.147
O 0.646 2.854 0.081  -0.067
H 2.241 -3.099 2.574  -0.012
H 1.503 2.528 -0.328  0.024
O 3.518 1.590 1.589  -0.054
H 1.208 -4.775 0.134  0.045
H -3.890 -0.276 -2.040  0.112
O 3.283 -2.723 -0.070  -0.096
H 3.150 -1.694 -0.104  -0.016
H -1.633 -1.176 -4.311  0.103
O 0.683 3.701 2.669  -0.066
H 2.199 -0.041 4.759  -0.090
H -4.779 -0.060 0.363  0.123